{
  "formula": "C30H83N5O14",
  "method": "wB97M-V/def2-TZVPD",
  "species": ["C", "O", "C", "C", "N", "C", "C", "O", "C", "H", "H", "H", "H", "H", "H", "H", "H", "H", "H", "H", "H", "H", "H", "H", "C", "O", "C", "C", "N", "C", "C", "O", "C", "H", "H", "H", "H", "H", "H", "H", "H", "H", "H", "H", "H", "H", "H", "H", "C", "O", "C", "C", "N", "C", "C", "O", "C", "H", "H", "H", "H", "H", "H", "H", "H", "H", "H", "H", "H", "H", "H", "H", "C", "O", "C", "C", "N", "C", "C", "O", "C", "H", "H", "H", "H", "H", "H", "H", "H", "H", "H", "H", "H", "H", "H", "H", "C", "O", "C", "C", "N", "C", "C", "O", "C", "H", "H", "H", "H", "H", "H", "H", "H", "H", "H", "H", "H", "H", "H", "H", "O", "H", "H", "O", "H", "H", "O", "H", "H", "O", "H", "H"],
  "xyz": [[-2.7191, -2.7144, -0.4677], [-1.7671, -3.7082, -0.4879], [-0.9355, -3.7787, -1.6681], [0.0893, -2.5639, -1.8847], [0.6599, -1.9860, -0.6198], [1.1201, -0.5705, -0.9342], [1.8150, 0.0121, 0.2748], [0.9079, 0.7073, 1.2540], [0.0558, 1.5871, 0.7089], [-3.2285, -2.6657, -1.4301], [-2.2961, -1.7232, -0.3040], [-3.5513, -2.9403, 0.1990], [-1.5437, -3.9142, -2.5625], [-0.2796, -4.6480, -1.6222], [-0.1895, -1.7315, -2.5309], [0.8100, -3.1974, -2.4017], [-0.1458, -2.0118, -0.0112], [0.3606, 0.0669, -1.3869], [1.8068, -0.6000, -1.7801], [2.5250, 0.7697, -0.0569], [2.4521, -0.7822, 0.6637], [0.6505, 2.4162, 0.3256], [-0.5020, 1.8814, 1.5979], [-0.7248, 1.1282, 0.1019], [2.9370, 2.2024, -1.1855], [2.8365, 0.9326, -1.8472], [3.7846, -0.1034, -1.6657], [3.6910, -1.1337, -2.7480], [2.2592, -1.5697, -2.8438], [1.9933, -2.1936, -4.1084], [2.4633, -1.5215, -5.3937], [1.8232, -0.2435, -5.4105], [0.5813, -0.1625, -6.1186], [3.2830, 1.9057, -0.1954], [1.9081, 2.4920, -0.9719], [3.5966, 3.0093, -1.5049], [3.3674, -0.5355, -0.7561], [4.8156, 0.2426, -1.5916], [4.2368, -2.0116, -2.4024], [4.2464, -0.7759, -3.6150], [1.8464, -0.6518, -2.9283], [0.9096, -2.3030, -4.1514], [2.4357, -3.1883, -4.1623], [2.2070, -2.0654, -6.3029], [3.5518, -1.5547, -5.3473], [-0.2230, -0.6482, -5.5661], [0.6347, -0.5923, -7.1189], [0.2115, 0.8622, -6.1566], [-1.9726, 7.7126, 4.8876], [-1.3768, 7.3180, 3.5858], [0.0674, 7.4676, 3.5171], [0.7200, 6.6005, 2.3746], [0.9249, 5.2152, 2.8040], [-0.0155, 4.1820, 2.4377], [0.5583, 2.7771, 2.8876], [1.5008, 2.0918, 2.0300], [1.8563, 0.8341, 2.6247], [-3.0437, 7.5263, 4.8088], [-1.7928, 8.7330, 5.2259], [-1.5739, 6.9813, 5.5907], [0.6106, 7.3571, 4.4556], [0.3206, 8.4968, 3.2628], [1.7326, 6.9854, 2.2540], [0.3093, 6.7449, 1.3753], [1.8119, 4.9519, 2.3990], [-0.3292, 4.1976, 1.3939], [-0.8782, 4.3915, 3.0702], [-0.3428, 2.1668, 2.8262], [0.7680, 2.6023, 3.9429], [2.4203, 1.0679, 3.5277], [2.4519, 0.3719, 1.8374], [1.0058, 0.1837, 2.8290], [-0.7967, -1.9638, 1.6420], [-1.6648, -2.4358, 2.6584], [-1.4225, -2.0195, 4.0258], [-0.4793, -2.9626, 4.8297], [-1.0295, -4.2475, 5.2604], [-1.7174, -4.9141, 4.1301], [-0.9727, -5.6152, 2.9366], [-1.4747, -6.9509, 2.7348], [-0.8160, -7.8826, 3.6739], [0.0892, -2.4975, 1.9862], [-0.6918, -0.8891, 1.4937], [-0.9458, -2.4618, 0.6839], [-2.4075, -1.8688, 4.4676], [-1.1107, -0.9770, 3.9619], [-0.1552, -2.5180, 5.7706], [0.4625, -3.1450, 4.3122], [-0.2366, -4.7774, 5.5929], [-2.4712, -4.3089, 3.6266], [-2.3633, -5.7166, 4.4865], [0.0953, -5.6093, 3.1544], [-1.1662, -5.0975, 1.9971], [-1.1643, -7.5738, 4.6595], [0.2676, -7.7643, 3.6752], [-1.2838, -8.8364, 3.4299], [-2.2829, -1.6161, -4.4667], [-1.9821, -0.1950, -4.3211], [-3.0881, 0.5973, -3.9470], [-2.6857, 2.0444, -3.5289], [-2.0249, 1.9789, -2.2489], [-1.8599, 3.4076, -1.8899], [-1.0942, 3.6131, -0.5178], [0.3540, 3.5362, -0.7847], [1.1392, 4.0199, 0.2738], [-3.2506, -1.7145, -4.9586], [-2.2939, -2.1415, -3.5118], [-1.4241, -1.9619, -5.0421], [-3.7808, 0.1269, -3.2491], [-3.7296, 0.6484, -4.8268], [-3.6651, 2.5213, -3.4906], [-2.0872, 2.5153, -4.3087], [-1.1304, 1.6430, -2.5763], [-2.8880, 3.7333, -1.7316], [-1.4430, 3.9801, -2.7185], [-1.3742, 2.8859, 0.2444], [-1.3672, 4.5853, -0.1076], [0.8287, 3.3560, 1.0806], [0.8728, 5.0700, 0.3939], [2.1505, 4.0886, -0.1269], [0.8115, -0.8475, 2.6197], [1.7216, -1.1382, 2.6773], [0.7838, -0.2993, 1.8356], [2.4201, -2.7253, -1.0951], [2.5965, -2.4437, -1.9927], [1.5774, -2.3259, -0.8795], [-2.0278, -0.2277, 1.5272], [-1.7249, -0.0816, 0.6310], [-2.9022, 0.1611, 1.5513], [-0.9142, -3.0475, -4.0883], [-1.1278, -3.9321, -3.7914], [-0.1522, -3.1624, -4.6561]],
  "forces_ev_per_a": [[-1.4, 0.6, -1.6], [1.3, -1.7, -0.7], [-0.2, 1.6, 1.5], [-1.4, -1.2, 0.5], [-12.0, 5.8, -0.6], [-1.2, 0.2, 1.6], [-1.5, 0.3, -2.2], [-5.1, -9.2, -15.9], [-2.7, -0.7, -1.0], [0.0, 0.1, -0.5], [-0.3, 0.0, 0.1], [0.6, 0.0, 0.6], [-0.7, 0.0, 1.7], [-0.3, -0.2, 0.8], [-0.7, -0.3, 0.2], [0.2, 0.9, 0.3], [1.0, 0.7, -0.2], [-0.7, 0.1, 0.5], [-1.7, 0.1, 4.3], [-1.4, -0.9, 1.2], [-0.9, -0.3, 0.8], [-1.7, -3.3, -0.5], [-0.7, -0.1, -1.7], [0.5, 0.1, -1.0], [0.2, -1.6, 1.2], [0.9, 2.6, -3.4], [0.1, 0.5, 1.1], [0.7, -0.3, 0.2], [2.9, 4.3, -9.4], [-0.4, -1.3, -2.0], [-1.2, 0.3, 0.7], [0.8, 0.7, -0.6], [-0.1, -0.5, 0.6], [0.8, 1.1, 0.4], [0.7, -0.1, -1.2], [0.0, -0.3, -1.0], [1.9, -0.8, -0.2], [0.0, 0.2, 0.2], [0.2, 0.0, 0.1], [-0.8, 0.1, -0.5], [-0.6, 0.1, -2.0], [0.9, 0.4, 0.0], [0.0, -0.4, 0.5], [-0.3, -0.4, 0.1], [0.1, 1.1, -0.4], [0.2, -0.3, 0.0], [0.2, 0.1, -0.2], [0.7, 0.2, -0.1], [0.8, -1.5, -1.3], [0.5, 0.7, 1.2], [-0.4, 0.4, -1.5], [-0.1, 0.2, 1.8], [0.9, 0.2, -0.9], [-0.5, 0.0, 3.0], [-0.4, -0.3, 0.6], [4.8, 10.6, 8.4], [7.2, 8.4, 5.3], [0.1, 0.2, -0.2], [0.3, 0.1, -0.4], [0.0, 0.3, 0.4], [-0.4, -0.9, 0.3], [-0.4, 0.5, -0.3], [0.1, 0.3, 0.2], [-0.8, 0.0, 0.1], [0.3, -0.3, 0.3], [-0.9, 0.3, 1.6], [-0.4, -0.4, 0.1], [-0.3, -0.1, 1.0], [0.7, 1.1, 0.1], [1.2, 0.3, 0.7], [2.0, 0.2, 2.8], [1.4, 5.3, 5.1], [1.8, -4.2, 0.8], [-1.6, 0.3, 0.2], [0.1, 0.2, -0.9], [0.2, 0.6, 0.3], [-1.3, 0.1, -1.8], [-0.7, -1.4, -0.5], [-0.5, 0.2, 0.6], [1.7, -0.3, 0.8], [-2.1, 1.7, -0.6], [0.4, 0.3, -1.1], [1.3, -2.7, 0.4], [-2.1, -0.5, 1.9], [-0.2, -0.9, 0.3], [0.9, -0.2, 0.4], [-0.2, 0.7, 0.0], [0.0, 0.4, -0.7], [-0.1, -0.5, 0.0], [0.4, 0.8, 0.6], [0.2, -0.2, 0.6], [0.4, -0.2, -0.2], [0.1, 0.1, 0.1], [0.1, -0.3, 0.4], [0.0, -0.5, -0.5], [0.8, -0.2, 0.1], [-1.6, 4.3, -1.0], [-0.4, -0.3, 1.0], [-0.2, 0.7, -1.2], [-1.7, -2.9, -0.8], [0.5, 1.4, -0.4], [0.3, -0.8, 2.3], [0.4, 0.3, -2.3], [-2.5, 1.8, -2.5], [0.6, 2.6, -2.1], [-0.2, -0.1, -0.4], [-0.9, 1.2, 0.0], [-2.3, 1.6, -0.9], [0.5, -0.1, 0.9], [-0.2, 0.4, -0.5], [0.1, 0.5, 0.3], [0.1, 0.1, -0.2], [0.7, -0.3, 0.7], [0.0, 0.4, 0.1], [0.4, 0.3, 0.2], [-0.4, 0.2, -0.6], [0.2, 0.3, -0.2], [2.9, 2.0, -0.7], [0.0, 0.0, 0.4], [0.2, -0.5, 0.6], [-1.3, -13.4, 4.3], [0.0, -0.6, 0.7], [-1.9, -1.5, -2.4], [10.3, -6.6, 1.6], [0.2, -2.0, 1.9], [4.1, -2.6, 1.1], [-3.7, 3.0, 0.2], [-0.4, 0.3, -0.4], [-0.7, 0.5, 0.1], [3.9, -5.8, -0.6], [0.5, -0.6, -0.6], [0.2, -0.6, -0.5]],
  "total_energy_ev": -68523.3968,
  "gap_ev": 6.410,
  "de_lowest_kj_mol": 4136.1,
  "spin_multiplicity": 1
}